Density functional theory data (ωB97M-V with the def2-TZVPD basis set) for C46H52N6Na as an isolated structure.

Element x y z (Å)
Na: 0.08210 -0.02615 0.04192
C: 1.81475 -6.05099 -1.55192
C: 0.81541 -5.18308 -2.32932
C: 0.19134 -4.11476 -1.48446
C: -1.02661 -4.12492 -0.87855
C: -2.06513 -5.20474 -0.90278
C: -2.04594 -6.08174 0.35821
C: -1.12484 -2.86339 -0.12834
C: -2.22589 -2.46010 0.65174
C: -2.40613 -1.27272 1.39350
C: -3.60142 -0.93652 2.17707
C: -4.79420 -1.82166 2.38945
C: -4.53079 -2.98211 3.36239
C: -3.38764 0.31104 2.68430
C: -2.06409 0.72754 2.20607
C: -1.47049 1.98908 2.41907
C: -0.25431 2.47421 1.90061
N: 0.58958 1.75477 1.13085
C: 1.62200 2.55287 0.78341
C: 2.70066 2.16856 -0.04106
C: 2.94840 0.92796 -0.65932
N: 2.14031 -0.15384 -0.58101
C: 2.68651 -1.13788 -1.32494
C: 2.08947 -2.39358 -1.55422
C: 0.82935 -2.84533 -1.11037
N: 0.01115 -2.14840 -0.29772
C: 3.94538 -0.66984 -1.92069
C: 4.10885 0.61744 -1.50850
C: 5.25392 1.54243 -1.79802
C: 6.21895 1.70511 -0.61277
C: 4.87213 -1.49340 -2.76324
C: 5.84504 -2.33999 -1.92885
C: 1.44428 3.88168 1.38564
C: 0.27659 3.83085 2.08245
C: -0.34901 4.91138 2.91103
C: 0.02905 4.82417 4.39731
C: 2.40494 5.02802 1.27563
C: 3.64159 4.86926 2.17299
N: -1.52019 -0.25412 1.45561
C: -4.29853 1.09625 3.58157
C: -4.17110 0.70372 5.05980
H: 2.22966 -6.84605 -2.17784
H: 1.32691 -6.51073 -0.68925
H: 2.64098 -5.44333 -1.17444
H: 0.03657 -5.82099 -2.75187
H: 1.32825 -4.72333 -3.17944
H: -1.91540 -5.83810 -1.78014
H: -3.05486 -4.75612 -1.01584
H: -1.09491 -6.61773 0.43724
H: -2.85522 -6.81868 0.34779
H: -2.15080 -5.46750 1.25670
H: -3.05907 -3.15867 0.68153
H: -5.12933 -2.22666 1.42948
H: -5.62349 -1.22048 2.77286
H: -3.68406 -3.58604 3.02651
H: -5.40534 -3.63463 3.45570
H: -4.28171 -2.59830 4.35601
H: -2.03525 2.68450 3.03330
H: 3.44472 2.93884 -0.22547
H: 2.64487 -3.07667 -2.19274
H: 4.87018 2.52489 -2.09059
H: 5.81417 1.16552 -2.65711
H: 5.68506 2.03502 0.28212
H: 7.00624 2.43376 -0.83367
H: 6.69451 0.74871 -0.37474
H: 5.43961 -0.84287 -3.43267
H: 4.28780 -2.15576 -3.40791
H: 6.44851 -1.69785 -1.28165
H: 6.52062 -2.92330 -2.56260
H: 5.29440 -3.03088 -1.28422
H: -1.43622 4.85687 2.81491
H: -0.05924 5.88949 2.52066
H: -0.31692 3.87990 4.82697
H: -0.40779 5.64585 4.97400
H: 1.11523 4.85990 4.51681
H: 1.89335 5.95550 1.54150
H: 2.72562 5.14386 0.23682
H: 3.34949 4.86851 3.22715
H: 4.35955 5.68039 2.01645
H: 4.14440 3.92003 1.97336
H: -5.33541 0.96505 3.26125
H: -4.08434 2.16254 3.47899
H: -4.40445 -0.35513 5.19629
H: -4.84690 1.28801 5.69205
H: -3.14783 0.86266 5.40951
C: -3.86059 3.07802 -0.63630
C: -3.80909 3.61274 -1.91279
C: -3.05680 2.96715 -2.88252
C: -2.38016 1.80272 -2.53543
N: -2.41605 1.28876 -1.30359
C: -3.14467 1.91550 -0.37884
C: -1.51624 1.07547 -3.51891
C: -1.88764 0.93377 -4.85122
C: -1.07716 0.18450 -5.69024
C: 0.06862 -0.39597 -5.17352
C: 0.35834 -0.20237 -3.82753
N: -0.41470 0.52125 -3.01570
H: -4.42675 3.55708 0.15402
H: -4.33037 4.53247 -2.14853
H: -2.96453 3.37788 -3.88044
H: -3.14234 1.46692 0.61247
H: -2.81306 1.36637 -5.21169
H: -1.35110 0.03983 -6.72863
H: 0.72385 -0.99868 -5.79138
H: 1.24292 -0.64047 -3.37750

Summary:
Energy relative to the best compared isomer or geometry (same formula, charge and spin) in kJ/mol: 59.4
E_HOMO in eV: -3.261
Electronic energy in hartree: -2275.04374
Total charge: -1
2S+1: 1
Max |F| in Eh/bohr: 0.016